{
  "formula": "C17H11N4O4",
  "method": "ωB97M-V/def2-TZVPD",
  "charge": -1,
  "e_above_lowest_ev": 0.533,
  "e_lumo_ev": 1.29,
  "elements": ["H", "N", "C", "N", "C", "H", "H", "C", "N", "H", "C", "C", "C", "H", "C", "N", "O", "H", "O", "H", "H", "C", "C", "H", "O", "C", "C", "C", "C", "C", "H", "O", "C", "H", "C", "C"],
  "positions_angstrom": [[-1.4002, 2.1994, 0.9026], [1.0607, -1.1556, -4.5167], [-2.4528, -1.5020, -3.2852], [0.5087, -3.3018, 0.1744], [-0.1890, 3.9523, 0.8547], [1.1415, -2.2784, -2.1612], [-0.8970, 4.5118, 0.2673], [-1.3730, -1.1384, -4.0676], [1.1710, 1.5219, 5.4924], [2.8210, 4.2684, 2.3280], [0.7544, 0.8361, 4.6515], [-0.9483, -2.4129, -1.6175], [0.9907, 4.5391, 1.2622], [1.2013, 5.5640, 1.0037], [1.8965, 3.8140, 2.0096], [-0.5247, -2.3333, 4.1216], [0.9047, -0.4383, -5.5093], [-1.6068, -3.3467, 0.1884], [1.5292, -2.8173, -0.3471], [-3.4548, -1.3123, -3.6369], [2.3322, 1.9457, 2.9389], [-0.7564, -3.0408, -0.3876], [0.2518, 0.0504, 3.6122], [-1.5141, -0.6571, -5.0201], [2.1435, -1.6698, -4.2215], [-0.0841, -1.4253, -3.6503], [0.0862, 0.5426, 2.3681], [-2.2520, -2.1306, -2.0816], [1.6207, 2.5121, 2.3596], [-0.4705, 2.6515, 1.2013], [-0.3658, -0.1019, 1.6329], [0.5673, -4.0200, 1.1905], [0.1278, -2.0513, -2.4503], [-3.0886, -2.4299, -1.4733], [0.4245, 1.9081, 1.9683], [-0.1558, -1.2536, 3.8981]],
  "mulliken_charge": [0.42, 0.96, -0.36, 0.95, -0.53, 0.70, 0.37, -0.55, -0.51, 0.37, 0.06, 1.23, -0.37, 0.37, -0.61, -0.43, -0.63, 0.37, -0.71, 0.39, 0.52, -1.36, 0.77, 0.43, -0.58, -0.01, -0.48, -0.91, -0.30, -0.47, 0.65, -0.72, -0.56, 0.37, 0.39, -0.22]
}

{
  "formula": "C3H6N2O",
  "method": "ωB97M-V/def2-TZVPD",
  "e_above_lowest_ev": 3.758,
  "e_lumo_ev": 0.57,
  "elements": ["C", "H", "N", "N", "C", "C", "H", "O", "H", "H", "H", "H"],
  "positions_angstrom": [[0.8268, -0.3107, -0.3269], [-1.4644, 0.5193, -1.3426], [1.9725, 0.4268, -0.2432], [-0.2290, 0.2077, 0.4610], [-1.5417, -0.4692, 0.4810], [-1.6835, 0.7845, -0.2952], [2.1656, 1.0056, 0.5581], [0.6839, -1.2826, -1.0344], [-1.9665, -0.5421, 1.4841], [2.7656, 0.0615, -0.7473], [-0.0927, 1.0401, 1.0110], [-1.4366, -1.4408, -0.0055]],
  "mulliken_charge": [0.56, 0.12, -0.39, -0.21, -0.30, -0.48, 0.20, -0.56, 0.23, 0.25, 0.36, 0.21]
}

{
  "formula": "C33H78N5O8S",
  "method": "ωB97M-V/def2-TZVPD",
  "charge": 1,
  "e_lumo_ev": -3.04,
  "elements": ["H", "H", "C", "H", "N", "S", "H", "H", "H", "H", "H", "C", "H", "H", "H", "C", "H", "H", "H", "H", "H", "C", "C", "H", "H", "H", "H", "H", "H", "H", "C", "N", "H", "H", "H", "H", "H", "C", "H", "H", "H", "N", "H", "H", "H", "C", "H", "H", "H", "H", "H", "C", "C", "H", "H", "H", "H", "H", "H", "C", "H", "C", "H", "H", "N", "C", "C", "H", "C", "H", "C", "C", "C", "C", "C", "H", "H", "H", "H", "O", "H", "C", "O", "H", "C", "H", "C", "C", "H", "H", "C", "O", "H", "H", "C", "H", "H", "H", "H", "H", "C", "H", "C", "O", "O", "H", "C", "O", "H", "C", "H", "C", "H", "H", "O", "C", "H", "N", "H", "O", "H", "H", "H", "C", "H"],
  "positions_angstrom": [[1.1432, -2.9343, 1.2857], [2.7423, -2.3822, 3.0347], [2.8221, -1.4628, 2.4430], [5.0782, 2.5128, 3.3459], [-2.3921, 0.5192, -6.3848], [-1.3023, -0.4775, 5.5362], [-4.2277, -0.1256, -1.7370], [3.8032, 7.0338, -1.6233], [-5.1656, 2.5281, -6.7122], [1.7623, 0.4387, 0.9166], [-1.4224, -6.0919, -2.3273], [2.9864, -1.8627, 0.9751], [7.8679, 6.8086, -2.5866], [-2.8672, -0.1432, -2.8920], [1.2905, -7.3056, -5.3736], [3.5715, 1.9654, 1.7859], [7.5182, 3.9852, -2.2868], [4.7242, 3.7089, 2.1012], [2.9789, 4.5565, 3.6499], [0.8468, 3.8018, 4.6152], [-3.8645, 0.6879, -7.8336], [1.5619, -0.6420, 2.7584], [-4.5102, -3.6913, 6.5059], [-2.9667, 1.1548, -1.6956], [7.0522, 5.4433, -0.6981], [2.2261, -3.7080, 0.1443], [-5.1936, -2.4193, 8.0707], [-0.1893, 2.3431, 5.9186], [6.6228, 6.4536, -3.7929], [-5.1049, -0.4402, 6.8275], [-4.4951, 1.8436, -6.1766], [2.2400, 1.7451, 2.4227], [-1.9214, 1.5633, 4.5220], [0.1857, -5.8440, -1.5978], [-7.2637, -1.6919, 7.2316], [-0.8661, 0.5792, 3.5256], [-7.6824, -3.1438, 3.6054], [-2.6529, 2.4373, -7.8610], [-3.3544, 3.1617, -8.2782], [-0.9853, -4.5070, -1.6818], [-5.9932, -3.4589, 4.0264], [4.4930, 7.0251, -2.3677], [-1.0311, -7.8982, -3.4987], [-3.5320, -3.7292, 6.9848], [4.2062, 2.6715, -0.1737], [-1.1577, -1.0360, -1.3813], [6.3736, 4.2927, -3.6151], [0.6488, -8.2719, -3.0846], [1.4491, -5.0622, -4.7138], [-5.0450, -4.6095, 6.7502], [-4.3393, -3.6648, 5.4299], [3.3045, 2.6513, 0.4411], [-3.6500, 3.7997, -5.0845], [0.9901, 1.1851, 5.3683], [-7.3014, -4.2603, 4.9307], [-3.0635, -0.5660, 6.7637], [-5.0916, 0.9849, -5.8587], [4.0914, 1.0347, 1.5595], [2.5174, 2.1530, -0.1301], [6.8611, 7.0639, -2.9216], [5.3927, 5.6339, -0.1197], [-0.6002, -5.3832, -2.2057], [6.8636, 8.1027, -3.2470], [-2.8478, -0.2931, -5.9805], [-0.6253, -6.6192, -5.7547], [0.1639, 1.8112, 5.0315], [-3.3793, 1.3355, -7.0970], [0.3842, 0.9873, 1.8256], [5.8367, 6.8729, -1.8084], [6.2752, 2.7854, -2.6987], [1.9536, 2.6437, 3.3030], [0.9282, -5.7240, -4.0178], [1.0145, -2.1171, -0.7032], [0.6550, 2.8977, 4.0327], [-3.1683, 0.0906, -1.8622], [1.4906, -1.1874, -1.0425], [0.9949, -2.8117, -1.5492], [-0.4055, -1.1559, 0.6008], [1.5971, -0.3870, 3.8222], [-0.0942, -4.9292, -3.4440], [4.2779, 6.2006, -2.9206], [-1.0085, 0.9652, 4.5304], [-0.0797, -0.7533, 6.2395], [-0.1358, 3.1640, 3.3220], [-0.4265, -1.7953, -0.2910], [0.6556, -1.2419, 2.6335], [-0.0414, -8.0948, -3.9118], [6.4863, 3.8517, -2.6233], [-4.8503, -1.2132, 5.4379], [5.9799, 7.6815, -1.0847], [1.8271, -2.7404, 0.4522], [-4.0430, 2.4460, -4.9776], [-0.2815, -5.9492, -6.4351], [3.9268, -2.4179, 0.9002], [3.1460, 3.4794, 3.6188], [-2.5976, 3.9034, -5.3613], [-7.2249, -3.4391, 6.9853], [2.9875, 3.6888, 0.5997], [1.6489, -6.0231, -3.2439], [-1.9490, 2.9700, -7.2208], [-6.7786, -2.4901, 6.6640], [3.1156, -0.9879, 0.3251], [1.4123, 0.6400, 1.9322], [5.5686, 4.4007, -1.6912], [-2.4485, -0.7002, -0.9364], [-0.9558, -2.7260, -0.0714], [0.4316, -6.9469, -4.7976], [-2.3620, 0.1226, 6.5243], [-2.0579, 1.0566, -5.5898], [4.2819, 2.9420, 2.7406], [-0.5910, -0.1190, -1.6231], [-5.2817, -2.4652, 6.9815], [-1.3669, -6.1329, -5.2595], [-3.7930, 4.2574, -4.1059], [-7.0887, -2.2277, 5.3122], [6.0103, 5.5682, -1.0217], [3.3409, 3.2182, 4.6721], [-4.6426, -1.2579, 6.4326], [-0.1131, -9.0098, -4.4976], [-1.8943, -1.4941, 4.7076], [-1.2109, -1.6446, -2.2963], [3.7142, -0.9488, 2.8199], [-4.2635, 4.3353, -5.8150], [-7.0001, -3.3345, 4.4319], [-2.0808, 2.0056, -8.6810]],
  "mulliken_charge": [0.53, 0.55, -1.57, 0.34, -0.72, 1.18, 0.33, 0.25, 0.41, -0.15, 0.30, -0.91, 0.34, 0.19, 0.42, 0.41, 0.38, 0.18, 0.47, 0.43, 0.41, 0.03, -1.39, 0.27, 0.43, 0.41, 0.35, 0.64, 0.29, 0.30, -0.72, 0.66, 0.57, 0.31, 0.35, 0.01, 0.26, -1.42, 0.35, -0.03, 0.22, -0.70, 0.28, 0.35, 0.49, -0.75, 0.24, 0.34, 0.33, 0.38, 0.25, -1.72, -0.71, 0.47, 0.30, 0.57, 0.35, 0.35, 0.27, -1.43, 0.24, -0.46, 0.36, 0.28, -0.73, -0.75, 0.36, 0.81, 0.28, 0.25, 0.88, -0.67, -0.80, -1.21, -0.67, 0.47, 0.65, -0.25, 0.23, -0.38, 0.30, -0.68, -0.69, 0.46, -0.11, 0.40, -1.40, -0.79, 0.26, 0.42, -0.95, -0.34, 0.27, 0.51, -0.81, 0.26, 0.43, 0.43, 0.38, 0.27, -0.70, 0.39, -1.27, -0.26, -0.37, 0.40, 0.35, -0.50, 0.30, -0.70, 0.33, 0.15, 0.31, 0.24, -0.38, -0.59, 0.36, -0.53, 0.35, -0.61, 0.36, 0.42, 0.32, -0.62, 0.36]
}

{
  "formula": "C19H31Br2O12P2S",
  "method": "ωB97M-V/def2-TZVPD",
  "charge": 1,
  "e_lumo_ev": -4.40,
  "elements": ["P", "Br", "H", "C", "H", "H", "H", "H", "O", "P", "C", "H", "H", "C", "H", "C", "H", "H", "C", "H", "H", "O", "H", "O", "C", "O", "H", "C", "C", "H", "O", "C", "C", "H", "H", "H", "C", "C", "O", "H", "O", "H", "H", "C", "O", "H", "H", "C", "H", "Br", "H", "C", "C", "O", "H", "H", "H", "O", "C", "H", "C", "S", "H", "H", "C", "O", "O"],
  "positions_angstrom": [[-1.1474, -0.3335, -2.3196], [-0.0359, 2.8811, -2.4783], [0.9513, 5.7752, 0.7613], [4.9996, -0.7880, -2.2789], [0.0551, 0.5219, 4.9606], [7.3603, 2.1456, -1.2081], [-5.6463, -7.3930, 0.7953], [-3.0299, -0.5111, 5.4441], [4.0483, -1.3644, -1.8206], [-2.6474, -0.2671, -0.6809], [-2.3071, -0.9943, 6.1070], [2.3707, -1.3499, -1.1700], [7.6260, -0.3139, -1.9457], [-6.1040, -6.6721, -2.2263], [-6.1973, -5.1684, 0.0043], [-0.2693, -2.2342, 3.4896], [-4.3025, -7.5713, -0.3602], [-0.0183, 7.2516, -1.7649], [1.1089, 6.3434, -0.1608], [-2.3902, 0.8241, 0.2243], [-1.7521, -0.0510, -3.6066], [0.0417, -3.0757, 2.6913], [-3.9876, -0.1552, -1.1958], [-0.3069, 8.1009, 0.0708], [-1.0188, -1.3165, 5.3809], [1.2277, 9.5668, 0.8763], [-1.3540, 0.2544, 3.9037], [-1.3635, 6.0272, -0.6181], [7.4105, 1.8038, -2.2446], [7.3206, -0.3763, -4.3496], [1.8599, 7.5097, 0.1572], [-0.1538, 6.9308, -0.7248], [-4.0641, -4.9087, 0.0696], [-3.1537, -5.4685, -0.1620], [5.9743, 0.7885, -4.3016], [-2.2859, 6.6053, -0.7106], [-5.2995, -5.6308, -0.4234], [1.2595, 0.6211, -1.1048], [5.5439, -1.0488, -3.4973], [0.6290, -1.5309, -0.5462], [-6.5880, -6.8294, -3.3104], [-1.3463, 5.2629, -1.3990], [8.4456, 1.8691, -2.5872], [0.1234, 0.9740, -1.9008], [-6.1680, -7.5790, -1.2104], [-3.9686, -3.9347, -0.4159], [-2.1200, -0.3264, 6.9511], [1.5355, -0.8416, -0.5518], [-0.2431, -1.5953, 6.1038], [2.6114, 2.0079, -0.6143], [-1.4018, 5.5227, 0.3513], [6.8936, 0.3864, -2.3641], [-0.5439, -0.2349, 4.4535], [0.2460, -0.9712, 3.5230], [-2.7782, -1.9074, 6.4779], [-0.6264, -1.6706, -2.3502], [-4.1060, -4.7608, 1.1516], [5.6721, 0.2128, -1.6475], [6.4854, -0.0087, -3.7536], [1.6422, 5.7208, -0.8805], [-5.2833, -7.1153, -0.1945], [-2.5190, -1.9195, 0.3888], [1.9176, -0.7168, 0.5253], [6.8109, 2.4997, -2.8376], [0.9541, 8.4982, 0.4131], [-1.1856, -2.4111, 4.4829], [-5.4113, -5.5598, -1.8415]],
  "mulliken_charge": [-0.01, -0.04, 0.28, 0.56, 0.30, 0.36, 0.32, 0.32, -0.62, 0.20, -1.42, 0.48, 0.29, 0.60, 0.28, 0.59, 0.34, 0.27, -0.44, 0.13, 0.22, -0.52, 0.18, -0.36, 0.50, -0.51, 0.26, -1.23, -1.41, 0.32, -0.32, 0.52, -1.20, 0.33, 0.30, 0.38, 0.47, 0.43, -0.31, 0.25, -0.53, 0.20, 0.38, -0.01, -0.31, 0.13, 0.38, -0.94, 0.28, -0.04, 0.32, 0.51, -0.46, -0.27, 0.36, 0.29, 0.42, -0.29, -0.54, 0.27, -0.55, -0.24, 0.29, 0.33, 0.60, -0.33, -0.36]
}

Number 1: E_tot -1174.23413 Ha, HOMO-LUMO gap 4.894 eV. Number 2: E_tot -302.55501 Ha, HOMO-LUMO gap 8.624 eV. Number 3: E_tot -2577.73846 Ha, HOMO-LUMO gap 7.461 eV. Number 4: E_tot -7874.07702 Ha, HOMO-LUMO gap 8.039 eV.